[1]
# C3H5NOS

A cluster of 2 separate species, C3H5NOS in total at a distorted geometry (ωB97M-V/def2-TZVPD, the Open Molecules 2025 dataset).

XYZ file:
```
11
Properties=species:S:1:pos:R:3:forces:R:3:lowdin_charge:R:1
C -1.028 -1.313 1.859 6.160 0.470 -6.576 -0.07
C 0.949 0.712 -0.716 6.621 2.397 1.618 -0.55
C -0.083 0.841 -1.662 -1.012 0.239 -0.344 -0.39
H -1.595 -0.889 2.597 -1.777 0.664 1.801 -0.03
H -1.374 -2.789 1.298 1.340 4.386 1.764 0.20
H 0.801 1.567 0.049 0.005 -1.226 -1.005 0.12
H 1.979 1.013 -1.231 -1.893 -0.726 0.955 0.13
H -0.952 0.648 -1.056 -2.188 -0.257 -0.882 0.11
N -0.051 -0.340 1.361 -4.266 -5.682 2.572 -0.40
O 0.054 1.288 -2.766 -0.603 -0.224 -0.342 0.08
S 1.299 -0.740 0.268 -2.389 -0.041 0.440 0.80
```
Positions in Å, forces in eV/Å.

Orbital gap: 0.31555 hartree
F_max: 0.175 hartree/bohr
HOMO level: -8.97 eV
Relative energy (zero: lowest compared OMol25 entry of this formula, charge and spin): 595.4 kJ/mol

***

[2]
# C2H4Br2

The molecule C2H4Br2 at a distorted geometry (ωB97M-V/def2-TZVPD, the Open Molecules 2025 dataset).

XYZ file:
```
8
Properties=species:S:1:pos:R:3:forces:R:3:lowdin_charge:R:1
C 0.179 -0.113 -0.769 3.047 0.115 -1.444 -0.31
C -0.469 0.111 0.527 2.896 -0.012 1.308 -0.99
Br -0.477 1.920 1.101 -0.089 -0.063 0.172 0.66
Br 0.859 -1.122 1.881 -1.714 1.271 -1.106 0.35
H 0.288 -1.224 -0.823 -0.887 0.800 -1.093 0.07
H -0.247 0.557 -1.563 -0.341 -1.396 0.384 0.09
H 1.302 0.164 -0.895 -1.747 -0.024 1.069 0.10
H -1.435 -0.294 0.541 -1.166 -0.690 0.710 0.02
```
Positions in Å, forces in eV/Å.

Orbital gap: 0.35707 hartree
F_max: 0.066 hartree/bohr
HOMO level: -10.16 eV
Relative energy (zero: lowest compared OMol25 entry of this formula, charge and spin): 111.9 kJ/mol
SMILES: CC(Br)Br

***

[3]
# C6H6O2S3

The molecule C6H6O2S3 at a distorted geometry (ωB97M-V/def2-TZVPD, the Open Molecules 2025 dataset).

XYZ file:
```
17
Properties=species:S:1:pos:R:3:forces:R:3:lowdin_charge:R:1
C 0.369 -1.239 -0.889 0.261 1.065 2.277 -0.89
C 0.153 1.533 -1.354 3.336 1.435 -1.173 -0.41
C -0.944 -0.379 1.192 -0.381 -2.116 2.296 -0.19
C -0.617 1.090 1.134 1.182 1.455 -0.554 -0.11
C -0.847 -0.580 -0.345 0.627 1.031 0.887 -0.34
C -0.783 0.992 -0.480 -1.693 -0.497 2.022 -0.36
O 2.843 -2.106 0.073 0.654 -0.835 -0.759 -0.44
O 2.593 0.288 -0.699 0.674 -0.541 0.123 -0.75
S 0.319 -2.152 -2.129 0.526 -1.608 -2.106 0.85
S 1.676 1.475 -1.627 -1.744 -0.115 -0.073 1.04
S 2.019 -0.943 0.196 -1.806 1.226 0.313 0.82
H -0.333 -1.041 1.978 -1.104 1.320 -2.095 0.15
H -1.999 -0.497 1.505 0.444 -0.149 -0.182 0.11
H -1.411 1.787 1.592 1.750 -0.898 -0.524 0.13
H 0.495 1.289 1.418 -2.130 0.081 -0.321 0.13
H -1.755 -0.857 -0.847 -0.174 -0.929 -0.087 0.12
H -1.776 1.340 -0.718 -0.422 0.072 -0.045 0.12
```
Positions in Å, forces in eV/Å.

Orbital gap: 0.28816 hartree
F_max: 0.074 hartree/bohr
HOMO level: -8.54 eV
Relative energy (zero: lowest compared OMol25 entry of this formula, charge and spin): 517.2 kJ/mol

***

[4]
# C3H5NOS

A structure of composition C3H5NOS at a distorted geometry (ωB97M-V/def2-TZVPD, the Open Molecules 2025 dataset).

XYZ file:
```
11
Properties=species:S:1:pos:R:3:forces:R:3:lowdin_charge:R:1
C 0.048 1.008 1.636 -0.753 -2.350 0.622 -0.14
C 0.871 0.494 0.201 -0.533 7.419 1.144 -0.68
C -0.094 -1.452 0.065 1.427 -3.322 0.610 -0.26
H 0.014 2.207 2.013 -0.024 -3.574 -1.555 0.10
H -1.184 0.392 1.336 3.824 2.667 1.804 0.13
H 0.557 0.289 2.538 -1.462 2.269 -2.349 0.10
H 1.724 1.300 -0.141 -1.802 -2.427 1.003 0.15
H -0.203 -2.618 0.103 0.954 2.452 0.784 0.17
N -1.016 -0.836 -0.480 -0.509 -0.800 -1.122 -0.35
O 1.224 -0.765 0.353 -2.192 -3.547 -1.084 -0.11
S -0.533 0.631 -1.045 1.070 1.213 0.143 0.88
```
Positions in Å, forces in eV/Å.

Orbital gap: 0.34396 hartree
F_max: 0.146 hartree/bohr
HOMO level: -8.69 eV
Relative energy (zero: lowest compared OMol25 entry of this formula, charge and spin): 485.3 kJ/mol

***

[5]
# C10H15N2

The ion C10H15N2 with charge +1 at a distorted geometry (ωB97M-V/def2-TZVPD, the Open Molecules 2025 dataset).

XYZ file:
```
27
Properties=species:S:1:pos:R:3:forces:R:3:lowdin_charge:R:1
C -2.776 -1.185 -0.190 1.950 -0.217 0.083 0.13
C -1.380 -1.222 -0.223 -1.188 1.597 0.142 -0.22
C 0.903 -0.564 0.186 -0.186 -4.528 -0.212 0.06
C -3.419 0.190 -0.019 -1.738 -2.366 -0.159 -0.18
C -2.496 1.330 -0.135 1.956 0.988 0.521 -0.17
C -1.142 1.085 0.546 -1.360 -1.718 0.697 -0.11
C -0.375 -0.064 -0.139 -2.107 1.770 -0.574 -0.20
C 3.323 -1.309 -0.409 -0.531 2.090 1.682 0.02
C 2.694 1.231 0.013 -0.474 0.397 3.062 -0.03
C 2.330 -0.257 0.280 -0.504 0.546 0.120 -0.33
N -0.652 -2.314 0.033 -0.157 -2.651 0.289 0.05
N 0.536 -2.178 0.315 1.588 2.351 -0.229 0.15
H -3.301 -2.207 -0.247 0.614 1.932 0.264 0.17
H -4.238 0.298 -0.715 -0.100 -0.103 -0.973 0.13
H -4.116 0.177 0.852 1.117 -0.065 0.274 0.15
H -2.220 1.565 -1.159 -0.601 0.109 -0.368 0.13
H -2.915 2.206 0.352 -0.160 0.163 -0.275 0.13
H -0.529 1.880 0.582 1.840 3.330 -0.559 0.07
H -1.311 0.958 1.609 -0.009 -1.023 0.317 0.14
H -0.129 0.313 -1.168 -0.165 -0.058 0.167 0.22
H 3.284 -0.785 -1.333 0.948 -0.591 -1.464 0.07
H 2.889 -2.278 -0.412 -0.131 -0.783 -0.192 0.06
H 4.323 -1.277 0.099 -1.038 0.058 -0.640 0.12
H 2.909 1.386 -0.992 0.017 0.298 -1.960 0.05
H 3.630 1.577 0.552 -1.147 -0.704 -0.362 0.12
H 1.841 1.901 0.372 1.231 -0.757 -0.635 0.10
H 2.338 -0.459 1.352 0.333 -0.064 0.984 0.17
```
Positions in Å, forces in eV/Å.

Orbital gap: 0.28789 hartree
F_max: 0.088 hartree/bohr
HOMO level: -13.67 eV
Relative energy (zero: lowest compared OMol25 entry of this formula, charge and spin): 581.9 kJ/mol
Charge: +1
SMILES: CC(C)C1=[N+]=NC2=CCCC[C@H]21

***

[6]
# C11H13N2

The ion C11H13N2 with charge +1 at a distorted geometry (ωB97M-V/def2-TZVPD, the Open Molecules 2025 dataset).

XYZ file:
```
26
Properties=species:S:1:pos:R:3:forces:R:3:lowdin_charge:R:1
C 4.013 -1.081 -0.439 -2.781 1.658 1.518 0.02
C 3.513 -1.225 0.860 -0.847 0.876 -1.441 0.00
C 3.283 -0.275 -1.322 0.897 0.424 -2.428 -0.04
C 2.320 -0.620 1.210 0.184 -0.948 1.316 0.01
C 2.048 0.261 -1.029 -0.340 0.341 0.470 0.03
C 1.541 0.036 0.295 -0.538 1.394 -2.979 -0.23
C -2.025 0.379 0.115 -1.338 1.085 0.163 -0.04
C -2.183 -0.919 0.612 -0.414 -2.130 0.015 -0.39
C 0.271 0.504 0.567 1.261 -1.970 2.358 0.12
C -3.589 -1.481 0.540 0.639 -1.647 2.264 -0.02
C -0.784 2.386 -0.069 -1.044 2.354 1.480 0.05
N -1.217 -1.672 1.004 -1.180 0.059 0.523 0.20
N -0.861 0.952 0.212 -0.267 1.054 -0.936 -0.13
H 4.959 -1.447 -0.637 1.600 -0.804 -0.819 0.10
H 4.082 -1.788 1.510 0.825 -0.992 1.638 0.10
H 3.767 -0.088 -2.318 -0.748 -0.057 1.000 0.14
H 1.816 -0.691 2.154 0.541 -0.393 0.775 0.13
H 1.428 0.989 -1.612 1.075 -1.118 -0.178 0.14
H -2.839 1.070 -0.067 -0.014 -0.272 -0.065 0.15
H -0.358 -1.249 1.309 0.941 0.573 -0.338 0.01
H -4.148 -0.956 -0.189 -0.825 0.020 -0.780 0.06
H -4.129 -1.500 1.539 0.733 0.875 -0.944 0.12
H -3.499 -2.585 0.453 -0.117 0.706 -0.886 0.10
H 0.259 2.633 -0.014 0.331 0.683 -0.333 0.10
H -1.369 3.041 0.686 1.099 -1.509 -0.754 0.16
H -1.273 2.609 -1.001 0.326 -0.261 -0.640 0.11
```
Positions in Å, forces in eV/Å.

Orbital gap (spin up / spin down): 0.22504 / 0.22498 hartree
F_max: 0.070 hartree/bohr
HOMO level (spin up / spin down): -12.04 / -12.04 eV
Relative energy (zero: lowest compared OMol25 entry of this formula, charge and spin): 618.8 kJ/mol
Charge: +1